Formula: C16H46NO15
Source: the Open Molecules 2025 dataset
Level of theory: ωB97M-V with the def2-TZVPD basis set

XYZ file:
```
78
Properties=species:S:1:pos:R:3
N 0.31 -0.19 -0.58
O -0.28 -0.04 -1.70
O 1.34 -0.87 -0.56
O -0.24 0.16 0.46
C -2.16 -2.52 -0.47
C -3.69 -2.41 -0.54
C -4.26 -2.45 0.92
O -4.04 -1.16 -1.10
H -1.96 -3.54 -0.13
H -1.77 -1.79 0.24
H -1.66 -2.40 -1.43
H -4.11 -3.23 -1.11
H -4.52 -3.46 1.24
H -5.23 -1.95 1.01
H -3.56 -1.94 1.59
H -3.50 -0.48 -0.67
C 0.34 4.73 -3.41
C 1.70 3.94 -3.38
C 1.76 2.93 -2.26
O 1.79 3.34 -4.67
H 0.44 5.50 -4.17
H 0.23 5.22 -2.44
H -0.53 4.11 -3.61
H 2.48 4.67 -3.13
H 1.07 2.15 -2.62
H 1.48 3.25 -1.26
H 2.78 2.56 -2.28
H 2.49 3.63 -5.26
C -1.93 2.81 -1.87
C -3.13 2.43 -1.00
O -2.83 1.28 -0.18
O -1.79 1.84 -2.88
H -0.98 2.82 -1.32
H -2.00 3.86 -2.17
H -3.96 2.17 -1.66
H -3.54 3.25 -0.40
H -1.95 1.33 0.22
H -1.38 1.09 -2.40
C 0.72 -2.09 2.96
C 0.54 -2.49 4.43
O 1.65 -2.14 5.25
O 1.85 -2.74 2.40
H 0.96 -1.03 2.87
H -0.15 -2.47 2.41
H 0.38 -3.57 4.49
H -0.30 -2.01 4.93
H 1.41 -1.27 5.57
H 2.13 -2.19 1.66
C 5.76 0.91 0.34
C 4.27 0.54 0.21
O 4.20 -0.82 -0.20
O 6.30 1.02 -0.98
H 6.31 0.20 0.96
H 5.81 1.92 0.76
H 3.63 1.19 -0.39
H 3.83 0.63 1.21
H 3.28 -1.06 -0.36
H 6.01 0.27 -1.49
C 1.04 -4.46 -0.89
C 0.22 -5.43 -1.74
O -0.34 -4.80 -2.93
O 1.87 -3.68 -1.73
H 1.62 -4.96 -0.10
H 0.34 -3.73 -0.49
H -0.70 -5.61 -1.18
H 0.74 -6.35 -2.01
H -1.06 -5.33 -3.26
H 2.64 -3.39 -1.24
C -1.36 1.85 3.48
C -2.03 3.20 3.42
O -3.07 3.27 4.37
O -0.24 1.78 2.63
H -2.05 1.06 3.20
H -1.01 1.63 4.50
H -2.63 3.25 2.50
H -1.45 4.12 3.42
H -3.94 3.11 4.01
H -0.39 1.04 2.02
```

Its frontier orbital gap is 0.3407 Ha. For the energy relative to the best compared isomer or geometry (same formula, charge and spin), the calculation gives 0.8649 eV. Its charge is -1. As for the spin multiplicity: 1. The lowest unoccupied orbital energy is 2.51 eV. Its max |F| is 3.0 eV Å⁻¹. The value obtained for the HOMO energy is -6.76 eV. Its total energy is -49535.81372 eV.

Mulliken atomic charge list, values in e, 6 entries:
1 N 0.573
2 O -0.729
3 O -0.654
4 O -0.396
5 C -0.617
6 C 0.258

=====

Formula: C16H47N4O9S
Source: the Open Molecules 2025 dataset
Level of theory: ωB97M-V with the def2-TZVPD basis set

XYZ file:
```
77
Properties=species:S:1:pos:R:3
O -0.49 0.48 -1.31
H -1.18 0.26 -0.68
H 0.34 0.54 -0.84
H -0.75 1.30 -1.74
S -2.18 1.57 1.21
O -1.51 2.49 0.27
O -3.54 2.04 1.40
O -2.17 0.26 0.55
O -1.63 1.40 2.57
C 2.66 1.14 -2.28
C 2.85 1.51 -0.81
C 3.29 3.03 -0.57
O 4.57 3.37 -1.22
C 5.01 4.67 -1.37
N 1.83 1.06 0.13
H 2.62 0.06 -2.43
H 3.49 1.60 -2.82
H 1.86 1.62 -2.83
H 3.79 1.06 -0.50
H 3.39 3.16 0.50
H 2.45 3.56 -1.02
H 5.86 4.66 -2.04
H 5.45 5.14 -0.49
H 4.15 5.26 -1.68
H 1.33 1.87 0.45
H 2.39 1.03 0.97
C -2.72 -2.20 3.26
C -1.46 -2.68 2.58
C -1.72 -3.56 1.27
O -2.28 -4.78 1.67
C -2.77 -5.51 0.57
N -0.72 -1.52 2.29
H -2.42 -1.65 4.15
H -3.34 -3.07 3.47
H -3.36 -1.50 2.71
H -0.88 -3.30 3.26
H -0.77 -3.78 0.79
H -2.30 -3.02 0.53
H -2.02 -6.07 0.02
H -3.35 -4.95 -0.16
H -3.53 -6.23 0.89
H -1.19 -0.95 1.60
H -0.70 -0.79 2.98
C 3.54 -1.60 1.55
C 2.66 -2.74 1.04
C 2.35 -3.87 2.05
O 3.47 -4.51 2.61
C 3.17 -5.23 3.81
N 1.45 -2.32 0.35
H 3.89 -1.01 0.71
H 4.43 -1.99 2.04
H 3.02 -0.95 2.26
H 3.32 -3.13 0.27
H 1.80 -4.67 1.56
H 1.66 -3.44 2.78
H 4.05 -5.70 4.25
H 2.42 -6.02 3.81
H 2.84 -4.61 4.65
H 1.70 -1.36 0.14
H 0.74 -2.13 1.05
C -2.58 1.47 -3.29
C -2.21 2.94 -3.16
C -3.38 3.87 -2.72
O -4.43 3.82 -3.72
C -5.42 4.81 -3.46
N -1.12 2.87 -2.21
H -2.72 1.09 -2.28
H -1.77 0.86 -3.69
H -3.56 1.33 -3.76
H -1.78 3.38 -4.06
H -3.00 4.87 -2.53
H -3.75 3.45 -1.78
H -5.10 5.85 -3.36
H -5.88 4.48 -2.53
H -6.20 4.97 -4.20
H -1.49 2.97 -1.28
H -0.50 3.66 -2.24
```

Its frontier orbital gap is 0.2477 Ha. For the energy relative to the best compared isomer or geometry (same formula, charge and spin), the calculation gives 0.0000 eV. Its charge is -1. As for the spin multiplicity: 1. The lowest unoccupied orbital energy is 2.36 eV. Its max |F| is 4.4 eV Å⁻¹. The value obtained for the HOMO energy is -4.38 eV. Its total energy is -52575.02964 eV.

Mulliken atomic charge list, values in e, 6 entries:
1 O -0.116
2 H 0.460
3 H 0.219
4 H 0.186
5 S 1.246
6 O -0.783

=====

Formula: C16H48B2CaF8O8
Source: the Open Molecules 2025 dataset
Level of theory: ωB97M-V with the def2-TZVPD basis set

XYZ file:
```
83
Properties=species:S:1:pos:R:3
Ca -2.02 0.83 -2.16
B -0.72 0.44 0.27
F -0.46 -0.43 1.33
F -0.26 -0.04 -0.97
F -2.10 0.51 0.12
F -0.16 1.70 0.44
B -3.77 2.77 -1.84
F -2.77 2.90 -0.90
F -4.35 1.48 -1.71
F -4.73 3.74 -1.82
F -3.00 2.76 -3.05
C 2.62 1.18 2.26
C 1.71 2.10 3.02
O 2.31 2.40 4.28
H 2.20 0.94 1.28
H 2.81 0.27 2.83
H 3.61 1.63 2.16
H 0.71 1.67 3.19
H 1.53 2.99 2.40
H 1.74 3.03 4.73
C 0.94 -1.95 3.93
C 0.32 -2.14 5.30
O 0.39 -3.53 5.65
H 2.02 -2.15 3.89
H 0.93 -0.88 3.70
H 0.46 -2.43 3.08
H -0.71 -1.79 5.34
H 0.89 -1.52 6.00
H -0.21 -3.66 6.38
C -1.34 -3.17 -1.68
C -2.22 -2.39 -2.63
O -2.91 -1.32 -1.97
H -0.53 -2.59 -1.26
H -0.82 -3.96 -2.25
H -1.90 -3.64 -0.88
H -2.98 -3.09 -3.02
H -1.64 -2.11 -3.51
H -3.35 -1.70 -1.20
C 0.38 5.06 0.06
C -0.43 5.89 -0.93
O -0.31 5.44 -2.28
H -0.24 4.20 0.31
H 0.49 5.70 0.93
H 1.37 4.79 -0.31
H -0.08 6.93 -0.84
H -1.49 5.94 -0.69
H -1.10 5.70 -2.75
C -3.71 -2.04 4.55
C -2.94 -1.58 3.33
O -2.28 -0.37 3.64
H -4.24 -2.99 4.41
H -4.49 -1.32 4.81
H -3.07 -2.15 5.43
H -3.61 -1.47 2.46
H -2.28 -2.42 3.07
H -1.71 -0.22 2.87
C 1.52 -1.53 -5.10
C 1.87 -2.04 -3.71
O 1.89 -3.44 -3.72
H 2.19 -1.98 -5.84
H 1.60 -0.44 -5.17
H 0.51 -1.82 -5.39
H 1.13 -1.63 -3.01
H 2.82 -1.63 -3.33
H 1.98 -3.79 -2.81
C 2.60 -2.11 0.07
C 2.47 -3.62 0.21
O 2.02 -4.17 -1.02
H 1.68 -1.70 -0.35
H 3.47 -1.78 -0.50
H 2.68 -1.64 1.05
H 1.82 -3.88 1.05
H 3.47 -4.00 0.44
H 1.93 -5.13 -0.93
C 1.49 2.55 -4.27
C 1.14 2.18 -2.83
O -0.23 2.44 -2.55
H 1.25 3.59 -4.50
H 0.87 1.93 -4.93
H 2.54 2.36 -4.51
H 1.77 2.79 -2.17
H 1.39 1.16 -2.56
H -0.34 3.40 -2.42
```

Its frontier orbital gap is 0.3458 Ha. For the energy relative to the best compared isomer or geometry (same formula, charge and spin), the calculation gives 0.7707 eV. As for the spin multiplicity: 1. The lowest unoccupied orbital energy is -0.38 eV. Its max |F| is 1.8 eV Å⁻¹. The value obtained for the HOMO energy is -9.79 eV. Its total energy is -75297.44363 eV.

Mulliken atomic charge list, values in e, 6 entries:
1 Ca 1.249
2 B 1.281
3 F -0.025
4 F -0.429
5 F -0.603
6 F -0.352

=====

Formula: C16H48ClN4O4Ti
Source: the Open Molecules 2025 dataset
Level of theory: ωB97M-V with the def2-TZVPD basis set

XYZ file:
```
74
Properties=species:S:1:pos:R:3
Ti 2.26 4.22 0.90
Cl 0.59 2.08 0.45
C 0.69 -5.24 -0.87
C 0.30 -4.03 0.05
C -0.66 -3.01 -0.55
O -0.98 -2.11 0.49
C -1.68 -0.90 0.05
N -0.33 -4.70 1.32
H -1.34 -4.63 1.32
H -0.07 -5.67 1.20
H 0.03 -4.28 2.16
H 1.32 -5.98 -0.37
H 1.26 -4.98 -1.76
H -0.21 -5.74 -1.24
H 1.17 -3.50 0.44
H -1.62 -3.50 -0.74
H -0.26 -2.49 -1.41
H -1.17 -0.14 -0.53
H -2.25 -0.44 0.85
H -2.45 -1.37 -0.57
C -2.75 1.88 -3.07
C -1.47 2.60 -3.28
C -1.34 3.47 -4.53
O -0.13 4.28 -4.51
C 0.02 5.19 -5.66
N -1.16 3.43 -2.05
H -0.99 2.82 -1.26
H -0.33 4.00 -2.17
H -1.84 4.12 -1.75
H -3.05 1.32 -3.96
H -3.56 2.58 -2.86
H -2.79 1.18 -2.23
H -0.65 1.89 -3.37
H -2.20 4.15 -4.60
H -1.25 2.98 -5.50
H 0.58 6.06 -5.34
H -0.92 5.59 -6.03
H 0.53 4.64 -6.45
C 3.19 0.12 -2.22
C 2.91 -1.10 -1.33
C 4.01 -2.17 -1.29
O 3.44 -3.22 -0.45
C 4.35 -4.30 -0.25
N 2.61 -0.64 0.11
H 2.12 0.24 0.15
H 2.03 -1.36 0.51
H 3.41 -0.73 0.73
H 3.43 -0.30 -3.20
H 4.06 0.69 -1.90
H 2.31 0.75 -2.35
H 1.99 -1.57 -1.67
H 4.90 -1.78 -0.80
H 4.27 -2.45 -2.31
H 4.67 -4.86 -1.13
H 3.95 -5.09 0.38
H 5.20 -3.96 0.33
C -0.92 0.15 3.76
C -1.99 1.27 3.54
C -2.87 1.54 4.82
O -1.98 1.61 5.86
C -2.61 1.64 7.14
N -1.21 2.52 3.24
H -0.35 2.42 2.72
H -1.70 3.19 2.67
H -0.95 2.97 4.11
H -1.32 -0.84 3.98
H -0.19 0.32 4.56
H -0.19 0.02 2.96
H -2.59 1.14 2.64
H -3.43 0.61 4.92
H -3.56 2.36 4.65
H -3.23 2.54 7.26
H -1.86 1.71 7.93
H -3.21 0.75 7.34
```

Its expectation value of S² is 6.00. Its frontier orbital gap (spin up / spin down) is 0.1467 / 0.3401 Ha. Its charge is +3. As for the spin multiplicity: 5. The lowest unoccupied orbital energy (spin up / spin down) is -7.30 / -7.33 eV. Its max |F| is 2.8 eV Å⁻¹. The value obtained for the HOMO energy (spin up / spin down) is -11.29 / -16.58 eV. Its total energy is -67128.13821 eV.

Mulliken atomic charge list, values in e, 6 entries:
1 Ti 0.087
2 Cl -0.626
3 C -1.654
4 C 0.565
5 C -0.990
6 O -0.232

=====

Formula: C16H48HfO8S8
Source: the Open Molecules 2025 dataset
Level of theory: ωB97M-V with the def2-TZVPD basis set

XYZ file:
```
81
Properties=species:S:1:pos:R:3
Hf 0.23 0.00 0.37
C 2.45 -2.38 -3.05
S 1.02 -1.22 -3.19
O 0.69 -0.68 -1.82
C 1.90 0.04 -4.21
H 2.10 -3.19 -2.41
H 3.39 -1.97 -2.69
H 2.60 -2.92 -3.99
H 2.62 0.68 -3.69
H 1.03 0.64 -4.48
H 2.46 -0.35 -5.05
C -4.60 -0.36 -1.96
S -2.93 0.29 -2.42
O -1.94 0.34 -1.28
C -2.44 -0.78 -3.82
H -4.53 -1.43 -1.78
H -5.29 -0.17 -2.78
H -5.09 0.14 -1.12
H -1.55 -0.41 -4.33
H -3.15 -0.81 -4.64
H -2.25 -1.79 -3.48
C -2.35 3.02 2.97
S -2.31 2.59 1.18
O -1.22 1.53 1.08
C -3.93 1.70 1.19
H -1.47 3.61 3.23
H -2.35 2.09 3.53
H -3.24 3.58 3.26
H -4.68 2.26 1.74
H -3.97 0.70 1.62
H -4.26 1.64 0.15
C 2.31 -1.53 4.40
S 2.05 0.21 3.71
O 1.23 0.05 2.40
C 0.84 0.61 5.07
H 1.51 -2.12 3.95
H 2.21 -1.77 5.46
H 3.18 -2.07 4.01
H 0.28 1.50 4.80
H 1.47 0.82 5.94
H 0.23 -0.29 5.18
C 1.29 -4.51 1.29
S 1.94 -3.14 0.29
O 1.29 -1.93 0.96
C 3.65 -3.23 0.94
H 1.77 -4.70 2.25
H 1.26 -5.43 0.70
H 0.28 -4.23 1.59
H 4.32 -3.23 0.08
H 3.89 -4.07 1.59
H 3.71 -2.28 1.47
C -1.37 3.75 -2.34
S -0.12 2.39 -2.47
O 0.13 1.64 -1.18
C 1.38 3.47 -2.51
H -2.36 3.32 -2.18
H -1.42 4.38 -3.23
H -1.20 4.54 -1.60
H 1.41 4.22 -3.30
H 2.31 2.93 -2.70
H 1.65 3.89 -1.54
C 1.18 5.00 1.50
S 1.54 3.32 2.19
O 1.08 2.19 1.24
C 3.37 3.27 1.96
H 0.11 4.98 1.30
H 1.72 5.04 0.55
H 1.57 5.72 2.22
H 3.83 2.31 2.21
H 3.91 4.10 2.40
H 3.62 3.24 0.90
C -2.91 -3.91 0.18
S -1.92 -2.95 -1.05
O -0.97 -1.86 -0.49
C -0.87 -4.32 -1.68
H -3.60 -3.20 0.61
H -2.31 -4.38 0.97
H -3.49 -4.66 -0.35
H -1.45 -5.12 -2.13
H 0.01 -4.57 -1.09
H -0.48 -3.83 -2.58
```

Its frontier orbital gap is 0.2594 Ha. Its charge is +4. As for the spin multiplicity: 1. The lowest unoccupied orbital energy is -11.45 eV. Its max |F| is 2.7 eV Å⁻¹. The value obtained for the HOMO energy is -18.51 eV. Its total energy is -121698.05646 eV.

Mulliken atomic charge list, values in e, 6 entries:
1 Hf 3.685
2 C -1.004
3 S 0.417
4 O -0.357
5 C -1.143
6 H 0.138

=====

Formula: C16H48N4O16P3Y2
Source: the Open Molecules 2025 dataset
Level of theory: ωB97M-V with the def2-TZVPD basis set

XYZ file:
```
89
Properties=species:S:1:pos:R:3
C 3.09 -26.06 7.04
C 4.05 -26.59 5.93
C 5.55 -26.08 6.01
O 6.09 -26.46 7.26
C 7.46 -26.37 7.22
N 4.05 -28.11 5.91
H 4.88 -28.63 6.17
H 3.17 -28.52 6.16
H 4.22 -28.47 4.99
H 2.04 -26.28 6.83
H 3.02 -24.97 7.04
H 3.13 -26.62 7.97
H 3.61 -26.27 4.98
H 5.50 -25.01 5.84
H 6.13 -26.43 5.15
H 8.02 -26.60 6.32
H 7.98 -26.99 7.94
H 7.72 -25.37 7.57
C 13.49 -34.71 11.12
C 14.64 -34.50 10.16
C 15.25 -35.87 9.64
O 14.27 -36.52 8.87
C 14.65 -37.07 7.60
N 14.00 -33.75 9.03
H 13.16 -33.25 9.28
H 14.63 -33.12 8.55
H 13.66 -34.47 8.41
H 12.58 -35.00 10.60
H 13.31 -33.86 11.78
H 13.75 -35.55 11.77
H 15.43 -33.83 10.51
H 15.50 -36.50 10.49
H 16.05 -35.67 8.93
H 15.16 -36.25 7.09
H 13.86 -37.43 6.94
H 15.43 -37.83 7.65
C 9.35 -40.16 10.98
C 9.88 -40.30 9.55
C 9.62 -41.70 8.91
O 9.97 -41.72 7.51
C 10.15 -43.00 7.05
N 9.35 -39.16 8.66
H 8.35 -39.32 8.57
H 9.42 -38.24 9.05
H 9.74 -39.05 7.74
H 9.64 -39.18 11.36
H 9.84 -40.96 11.53
H 8.30 -40.45 11.05
H 10.96 -40.13 9.59
H 8.62 -42.07 9.13
H 10.41 -42.22 9.45
H 11.08 -43.42 7.45
H 10.20 -43.05 5.96
H 9.25 -43.54 7.35
C 6.45 -29.90 14.58
C 6.72 -28.63 13.65
C 8.18 -28.03 14.02
O 8.31 -27.67 15.40
C 7.58 -26.52 15.84
N 6.57 -29.02 12.22
H 5.71 -29.42 11.87
H 6.68 -28.29 11.52
H 7.29 -29.61 11.82
H 6.70 -29.59 15.60
H 6.91 -30.86 14.33
H 5.38 -30.11 14.53
H 5.99 -27.84 13.82
H 8.26 -27.18 13.34
H 9.00 -28.68 13.70
H 6.59 -26.34 15.41
H 8.24 -25.66 15.96
H 7.31 -26.82 16.85
Y 4.18 -34.05 8.12
Y 8.00 -33.54 4.04
P 5.31 -36.92 5.01
O 5.05 -35.42 4.93
O 5.06 -37.00 6.52
O 6.77 -36.78 4.46
O 4.22 -37.61 4.19
P 8.44 -32.91 8.42
O 7.34 -32.26 7.50
O 9.17 -33.69 7.36
O 7.47 -33.82 9.22
O 9.22 -31.88 9.23
P 5.46 -31.98 0.59
O 4.23 -32.91 0.41
O 5.69 -30.95 -0.56
O 6.75 -32.82 0.64
O 5.74 -31.42 2.02
```

Its frontier orbital gap is 0.1007 Ha. Its charge is +1. As for the spin multiplicity: 1. The lowest unoccupied orbital energy is -3.33 eV. Its max |F| is 4.1 eV Å⁻¹. The value obtained for the HOMO energy is -6.07 eV. Its total energy is -86014.23018 eV.

Mulliken atomic charge list, values in e, 6 entries:
1 C -1.452
2 C 0.183
3 C -0.754
4 O -0.298
5 C -0.836
6 N -0.277